{
  "formula": "C4H4N2O",
  "method": "ωB97M-V with the def2-TZVPD basis set",
  "e_homo_ha": -0.358,
  "homo_lumo_gap_ha": 0.340,
  "lumo_ev": -0.5,
  "de_lowest_kcal_mol": 109.9,
  "molar_mass_g_mol": 96.09,
  "total_energy_ev": -9235.7238,
  "spin_multiplicity": 1,
  "smiles": "C=C/C(C#N)=N\\O",
  "elements": ["C", "C", "C", "C", "N", "N", "O", "H", "H", "H", "H"],
  "xyz": [[-0.786, -1.295, -0.920], [-0.170, -0.013, -0.731], [0.138, 0.349, 0.727], [-0.402, -0.609, 1.663], [-1.082, -1.464, 2.239], [0.792, 1.445, 0.915], [1.127, 1.976, -0.342], [-0.753, -1.758, -1.983], [-1.016, -1.946, 0.025], [0.291, 0.579, -1.422], [1.860, 2.735, -0.169]],
  "atomic_forces_ev_per_a": [[2.5, 2.1, -0.2], [-2.7, -6.7, 3.1], [-0.4, 0.5, -3.1], [-4.4, -4.4, 4.4], [4.8, 5.7, -3.6], [0.3, -0.7, 0.5], [2.6, 3.0, 1.2], [-0.5, 0.9, 2.1], [0.1, 1.3, -2.4], [0.5, 1.0, -2.0], [-2.8, -2.7, -0.1]],
  "lowdin_charge": [0.051, -0.063, -0.305, -0.130, 0.154, 0.048, -0.135, 0.083, 0.063, 0.046, 0.188]
}